Molecular formula: C10H13N2O
Method: DFT, wB97M-V/def2-TZVPD

The calculation puts the energy relative to the best compared isomer or geometry (same formula, charge and spin) at 149.6 kcal per mole. The calculation puts the HOMO-LUMO gap at 8.57 eV. The energy comes out at -15596.8078 eV. As for the net charge: +1.

Geometry as XYZ:
```
26
C10H13N2O, DFT wB97M-V/def2-TZVPD
C -0.5992 -2.8058 1.8415
C 0.0693 -1.9523 1.2747
C 3.4915 -0.4348 -0.4251
C 3.1287 -1.7115 -0.6738
C 2.5772 0.3064 0.3578
C 1.9063 -2.2448 -0.2883
C -2.4167 1.5421 -1.3341
C -1.4986 1.7714 0.6035
C -2.0324 0.5419 -0.2604
C 1.0749 -1.4209 0.4300
N 1.4196 -0.1749 0.7082
N -2.1659 2.6692 -0.3729
O -0.9043 -0.2988 -0.5633
H -1.1194 -3.3340 2.5709
H 4.4633 -0.0788 -0.9340
H 3.9007 -2.4270 -1.2289
H 2.8673 1.2908 0.3979
H -0.7978 -0.9482 0.2001
H 1.7000 -3.3013 -0.5072
H -1.6208 1.5903 -2.0398
H -3.4723 1.3745 -1.6682
H -1.9330 1.7694 1.6872
H -0.4300 1.7938 0.6685
H -2.9359 -0.1240 0.2419
H -1.6737 3.4585 -0.7431
H -2.9988 3.1490 0.0568
```

---

Molecular formula: C20H38F3N4O4
Method: DFT, wB97M-V/def2-TZVPD

The calculation puts the energy relative to the best compared isomer or geometry (same formula, charge and spin) at 18.1 kcal per mole. The calculation puts the HOMO-LUMO gap at 7.41 eV. The energy comes out at -43649.7560 eV. As for the net charge: +1.

Geometry as XYZ:
```
69
C20H38F3N4O4, DFT wB97M-V/def2-TZVPD
C -1.4363 3.4935 0.5795
C -2.6117 4.4204 0.6378
C -2.3715 5.8227 0.1724
N -3.7905 4.1444 1.0454
N -4.1441 2.7787 0.8771
C -4.3341 2.0332 1.8942
N -4.2202 2.4499 3.2518
C -3.2167 1.4298 3.6667
C -3.8407 0.1387 2.9991
C -2.6339 -0.7086 2.5134
O -2.4159 -0.3356 1.1510
C -1.4272 -1.0100 0.5253
F -1.3746 -2.2752 0.8235
F -1.6472 -0.9212 -0.7553
F -0.2633 -0.4532 0.7840
N -4.6896 0.7100 1.9494
H -0.8986 3.6584 -0.3521
H -0.7578 3.8082 1.3742
H -1.6745 2.4438 0.7158
H -2.4329 5.7899 -0.9128
H -1.3747 6.1160 0.4885
H -3.1242 6.4832 0.5844
H -4.2921 2.3729 -0.0417
H -5.1331 2.1389 3.5848
H -2.3874 1.6621 2.9952
H -2.9787 1.3934 4.7178
H -4.3685 -0.3305 3.8252
H -2.8790 -1.7581 2.6538
H -1.7817 -0.4220 3.1266
H -4.7342 0.1830 1.0838
C -3.3067 -6.3709 -0.1477
C -2.7187 -5.1143 0.4799
C -3.0886 -5.2962 1.9448
O -3.1130 -6.6992 2.1898
C -3.0604 -7.4034 0.9421
H -2.8532 -6.6414 -1.0998
H -4.3801 -6.2411 -0.3062
H -1.6321 -5.1145 0.3648
H -3.1056 -4.1878 0.0559
H -4.0890 -4.8960 2.1547
H -2.3753 -4.8216 2.6232
H -2.0668 -7.8523 0.8465
H -3.8022 -8.2016 0.9440
C 2.6361 0.2056 0.5134
C 4.0299 0.6077 0.9760
C 4.4180 1.6352 -0.0762
O 3.2006 2.2644 -0.5034
C 2.0870 1.5238 -0.0095
H 2.0228 -0.2276 1.2992
H 2.7100 -0.5190 -0.3012
H 3.9741 1.0811 1.9595
H 4.7303 -0.2232 1.0390
H 4.8770 1.1582 -0.9478
H 5.1038 2.3910 0.3065
H 1.6205 2.1060 0.7976
H 1.3552 1.3901 -0.8095
C 6.1800 1.6806 -5.2928
C 5.5429 1.2617 -3.9747
C 5.5927 -0.2557 -4.0734
O 6.7444 -0.5768 -4.8545
C 7.2485 0.6124 -5.4724
H 6.5869 2.6907 -5.2841
H 5.4448 1.6161 -6.0986
H 6.1588 1.6034 -3.1386
H 4.5329 1.6456 -3.8320
H 4.7101 -0.6493 -4.5900
H 5.6682 -0.7409 -3.0982
H 8.1779 0.8918 -4.9652
H 7.4730 0.4104 -6.5199
```

---

Molecular formula: C5H12NP
Method: DFT, wB97M-V/def2-TZVPD

The calculation puts the energy relative to the best compared isomer or geometry (same formula, charge and spin) at 93.5 kcal per mole. The calculation puts the HOMO-LUMO gap (alpha / beta) at 7.73 / 7.90 eV. The energy comes out at -16153.9754 eV. As for the net charge: 0.

Geometry as XYZ:
```
19
C5H12NP, DFT wB97M-V/def2-TZVPD
C 1.4221 0.4216 -0.1286
C 1.1904 -0.6800 0.8727
C 0.6607 1.6597 0.3791
C -0.2563 -1.2252 0.9578
C -1.5814 -0.4544 -2.3747
N -0.5574 1.3817 1.0279
P -1.3335 0.1088 0.5750
H 2.5170 0.7433 -0.0430
H 1.2974 0.1284 -1.1490
H 1.8564 -1.4879 0.7613
H 1.4631 -0.2308 1.8784
H 1.2639 2.1145 1.2378
H 0.4518 2.4040 -0.3762
H -0.4169 -2.1192 0.3001
H -0.3939 -1.6296 1.9344
H -2.6166 -0.3717 -2.0641
H -1.2432 0.4701 -2.7469
H -1.2260 -1.4889 -2.5131
H -2.4976 0.2558 1.4710
```

---

Molecular formula: C20H20FN5O3S
Method: DFT, wB97M-V/def2-TZVPD

The calculation puts the energy relative to the best compared isomer or geometry (same formula, charge and spin) at 0.0 kcal per mole. The calculation puts the HOMO-LUMO gap at 8.39 eV. The energy comes out at -48211.3528 eV. As for the structure (SMILES): O=C(Nc1nc(-c2ccncc2)cs1)c1ccccc1F.CNC(=O)CNC(C)=O. As for the net charge: 0.

Geometry as XYZ:
```
50
C20H20FN5O3S, DFT wB97M-V/def2-TZVPD
O -2.1902 -1.2624 -2.3471
O 3.4306 0.3113 2.8262
O 5.2632 -3.7416 2.2216
F -0.1753 1.2060 0.1811
N -2.4850 2.7574 -3.1021
N -3.3437 7.4273 -5.1611
S -2.7760 0.6497 -4.6051
C -1.8962 -0.3966 -1.5337
C 3.4467 -0.8552 3.1842
C 4.2495 -4.0391 2.8379
C -2.4118 1.4541 -3.0819
C -3.0319 2.2267 -5.2970
C -2.8436 3.2193 -4.3677
C -3.5846 6.5200 -6.1183
C -2.9344 6.9893 -3.9602
C -0.6332 -1.6747 2.3693
C -1.4496 -2.4913 1.5849
C -0.2192 -0.4354 1.8750
C -3.4304 5.1472 -5.9078
C -2.7570 5.6326 -3.6798
C -1.8506 -2.0652 0.3150
C -0.6222 0.0023 0.6086
C -3.0089 4.6623 -4.6589
C -1.4521 -0.8108 -0.1899
N -2.0416 0.9331 -1.8606
N 4.2862 -5.0631 3.6958
N 3.1315 -1.8260 2.3299
C 3.7897 -1.1964 4.6206
C 3.2087 -5.5455 4.5600
C 2.9433 -3.2501 2.6361
H -3.3089 2.3882 -6.3299
H -3.9152 6.8664 -7.0925
H -2.7340 7.7167 -3.1797
H -0.3183 -1.9987 3.3572
H -1.7737 -3.4589 1.9571
H 0.4280 0.2040 2.4705
H -3.6486 4.4843 -6.7354
H -2.4243 5.3403 -2.6893
H -2.4824 -2.7146 -0.2884
H -1.7878 1.6152 -1.1574
H 5.1823 -5.5250 3.7560
H 3.0028 -1.5288 1.3749
H 4.6725 -1.8330 4.6340
H 4.0087 -0.2733 5.1561
H 2.9489 -1.6979 5.0924
H 3.5393 -6.4383 5.0944
H 2.3266 -5.7984 3.9682
H 2.9495 -4.7805 5.2944
H 2.3997 -3.7183 1.8161
H 2.3231 -3.3344 3.5264
```

---

> Number 2 is which compound?

C20H38F3N4O4

---

> Look up the energy of the first one.

-15596.8078 eV

---

Please write out number 4 again, unchanged.
Molecular formula: C20H20FN5O3S
Method: DFT, wB97M-V/def2-TZVPD

The calculation puts the energy relative to the best compared isomer or geometry (same formula, charge and spin) at 0.0 kcal per mole. The calculation puts the HOMO-LUMO gap at 8.39 eV. The energy comes out at -48211.3528 eV. As for the structure (SMILES): O=C(Nc1nc(-c2ccncc2)cs1)c1ccccc1F.CNC(=O)CNC(C)=O. As for the net charge: 0.

Geometry as XYZ:
```
50
C20H20FN5O3S, DFT wB97M-V/def2-TZVPD
O -2.1902 -1.2624 -2.3471
O 3.4306 0.3113 2.8262
O 5.2632 -3.7416 2.2216
F -0.1753 1.2060 0.1811
N -2.4850 2.7574 -3.1021
N -3.3437 7.4273 -5.1611
S -2.7760 0.6497 -4.6051
C -1.8962 -0.3966 -1.5337
C 3.4467 -0.8552 3.1842
C 4.2495 -4.0391 2.8379
C -2.4118 1.4541 -3.0819
C -3.0319 2.2267 -5.2970
C -2.8436 3.2193 -4.3677
C -3.5846 6.5200 -6.1183
C -2.9344 6.9893 -3.9602
C -0.6332 -1.6747 2.3693
C -1.4496 -2.4913 1.5849
C -0.2192 -0.4354 1.8750
C -3.4304 5.1472 -5.9078
C -2.7570 5.6326 -3.6798
C -1.8506 -2.0652 0.3150
C -0.6222 0.0023 0.6086
C -3.0089 4.6623 -4.6589
C -1.4521 -0.8108 -0.1899
N -2.0416 0.9331 -1.8606
N 4.2862 -5.0631 3.6958
N 3.1315 -1.8260 2.3299
C 3.7897 -1.1964 4.6206
C 3.2087 -5.5455 4.5600
C 2.9433 -3.2501 2.6361
H -3.3089 2.3882 -6.3299
H -3.9152 6.8664 -7.0925
H -2.7340 7.7167 -3.1797
H -0.3183 -1.9987 3.3572
H -1.7737 -3.4589 1.9571
H 0.4280 0.2040 2.4705
H -3.6486 4.4843 -6.7354
H -2.4243 5.3403 -2.6893
H -2.4824 -2.7146 -0.2884
H -1.7878 1.6152 -1.1574
H 5.1823 -5.5250 3.7560
H 3.0028 -1.5288 1.3749
H 4.6725 -1.8330 4.6340
H 4.0087 -0.2733 5.1561
H 2.9489 -1.6979 5.0924
H 3.5393 -6.4383 5.0944
H 2.3266 -5.7984 3.9682
H 2.9495 -4.7805 5.2944
H 2.3997 -3.7183 1.8161
H 2.3231 -3.3344 3.5264
```

---

> Which value of energy does entry 3 give?

-16153.9754 eV